Record 1
This record from OMol25 describes an isolated molecule of C2H2ClF at a distorted geometry. The level of theory is ωB97M-V/def2-TZVPD.

Structure (XYZ):
```
6
Properties=species:S:1:pos:R:3:forces:R:3
F 0.358836 1.503183 1.008373 -0.44 -0.17 1.81
C 0.171150 0.651120 0.031360 -1.73 -1.14 -3.16
C -0.263054 -0.657118 0.067961 2.40 3.41 -0.79
Cl 0.165231 -1.755363 -1.214473 -0.77 0.50 0.25
H 0.101642 1.286032 -0.882705 0.91 -1.20 0.13
H -0.533806 -1.027854 0.989484 -0.38 -1.40 1.76
```
Positions in Å, forces in eV/Å.

Summary:
Maximum force = 4.25 eV/Å
Multiplicity = 1
E = -17344.5885 eV
E_LUMO = 0.76 eV
Gap between HOMO and LUMO = 10.21 eV
Energy above the lowest of the compared OMol25 structures with the same formula, charge and spin = 88.9 kJ/mol

Record 2
This record from OMol25 describes a 2-piece molecular cluster, C2H2ClF2NO2 overall at a distorted geometry. The level of theory is ωB97M-V/def2-TZVPD.

Structure (XYZ):
```
10
Properties=species:S:1:pos:R:3:forces:R:3
C 0.338265 1.082613 -0.447872 -1.06 -0.87 -1.47
C -0.359014 -0.552474 -2.305058 1.70 -0.84 2.58
N -0.108919 0.540837 -3.128488 0.29 0.84 -0.65
O -1.116172 1.182256 -3.449995 0.78 -0.15 -0.11
O 1.086825 0.844998 -3.374527 -1.83 -0.45 0.14
F 0.628576 0.291814 0.569828 -0.09 0.49 -0.20
F -1.591970 -0.946682 -2.022877 0.96 0.35 -0.76
Cl 0.952176 -1.696335 -1.975696 -1.59 0.90 -0.55
H -0.671186 1.573241 -0.436829 1.30 -0.41 0.21
H 1.145678 1.257778 -1.182547 -0.47 0.14 0.80
```
Positions in Å, forces in eV/Å.

Summary:
Maximum force = 3.21 eV/Å
Multiplicity = 1
E = -25641.9135 eV
E_LUMO (alpha / beta) = -0.85 / -2.14 eV
Gap between HOMO and LUMO (alpha / beta) = 8.77 / 7.12 eV
Energy above the lowest of the compared OMol25 structures with the same formula, charge and spin = 503.8 kJ/mol

Record 3
This record from OMol25 describes an isolated molecule of C2H2ClF3 at a distorted geometry. The level of theory is ωB97M-V/def2-TZVPD.

Structure (XYZ):
```
8
Properties=species:S:1:pos:R:3:forces:R:3
F 0.634068 -0.499107 1.444078 0.87 -2.00 -1.11
C 0.575972 -0.561963 0.039059 0.42 3.71 1.92
F 1.705253 0.047408 -0.420970 0.49 -1.46 -0.08
C -0.471419 0.486276 -0.152318 1.77 2.20 -3.65
F -0.205221 1.595746 0.656657 -0.46 -0.99 -1.45
Cl -1.863869 -0.259346 0.160874 -5.33 -1.85 1.89
H 0.254061 -1.490215 -0.427938 0.94 -0.43 0.40
H -0.628842 0.681199 -1.299440 1.31 0.82 2.08
```
Positions in Å, forces in eV/Å.

Summary:
Maximum force = 5.96 eV/Å
Multiplicity = 1
E = -22779.9208 eV
E_LUMO = 0.72 eV
Gap between HOMO and LUMO = 12.00 eV
Energy above the lowest of the compared OMol25 structures with the same formula, charge and spin = 173.4 kJ/mol

Record 4
This record from OMol25 describes an isolated molecule of C2H2ClF3 at a distorted geometry. The level of theory is ωB97M-V/def2-TZVPD.

Structure (XYZ):
```
8
Properties=species:S:1:pos:R:3:forces:R:3
F 1.828989 -0.062399 0.269693 0.30 -0.55 0.37
C 0.724939 0.341569 -0.336997 -3.51 0.03 0.03
F 0.594659 1.669842 -0.138653 0.20 0.37 0.06
C -0.651541 -0.375681 0.336307 3.46 -0.05 -0.08
F -0.654253 -1.628939 -0.205475 -0.27 -0.22 -0.18
Cl -2.173253 0.402980 0.087960 0.06 0.31 -0.20
H 0.747641 0.152073 -1.419247 0.16 -0.18 0.29
H -0.417179 -0.499447 1.406412 -0.41 0.29 -0.29
```
Positions in Å, forces in eV/Å.

Summary:
Maximum force = 3.51 eV/Å
Multiplicity = 1
E = -22780.8574 eV
E_LUMO = 0.95 eV
Gap between HOMO and LUMO = 12.16 eV
Energy above the lowest of the compared OMol25 structures with the same formula, charge and spin = 83.0 kJ/mol

Record 5
This record from OMol25 describes C2H2ClFO as an isolated structure at a distorted geometry. The level of theory is ωB97M-V/def2-TZVPD.

Structure (XYZ):
```
7
Properties=species:S:1:pos:R:3:forces:R:3
C 0.825513 0.157804 -0.252273 1.26 3.13 2.31
C -0.501239 -0.156217 0.346672 0.20 -0.13 -4.50
O 1.196224 1.340284 -0.443477 -0.65 -3.80 -0.19
F -0.651996 -1.263478 1.077251 0.12 0.07 -0.36
Cl -1.643072 1.068068 0.639930 -0.22 0.44 0.64
H 1.357274 -0.826455 -0.364878 0.25 0.96 -0.51
H -0.582707 -0.320009 -1.003224 -0.96 -0.66 2.62
```
Positions in Å, forces in eV/Å.

Summary:
Maximum force = 4.51 eV/Å
Multiplicity = 1
E = -19391.2650 eV
E_LUMO = 0.39 eV
Gap between HOMO and LUMO = 10.61 eV
Energy above the lowest of the compared OMol25 structures with the same formula, charge and spin = 167.3 kJ/mol

Record 6
This record from OMol25 describes an isolated molecule of C2H2ClFS at a distorted geometry. The level of theory is ωB97M-V/def2-TZVPD.

Structure (XYZ):
```
7
Properties=species:S:1:pos:R:3:forces:R:3
C -1.037205 0.109264 -1.297932 2.86 -1.51 -1.19
C -0.872012 0.404873 1.573272 3.63 -1.24 -3.97
F -1.238813 0.973161 -2.302526 0.08 0.21 -0.29
S -1.834870 0.608220 0.100619 -2.34 0.63 1.53
Cl -1.466240 -0.137166 2.982385 -1.16 -0.44 1.75
H -0.118665 -0.570111 -1.512545 -1.92 1.14 0.87
H 0.078816 -0.131302 1.189051 -1.15 1.22 1.30
```
Positions in Å, forces in eV/Å.

Summary:
Maximum force = 5.52 eV/Å
Multiplicity = 3
E = -28176.9943 eV
E_LUMO (alpha / beta) = 0.87 / -1.25 eV
⟨S²⟩ = 2.0097
Gap between HOMO and LUMO (alpha / beta) = 8.07 / 9.25 eV

- Number 5 is which compound?
  C2H2ClFO

- What is the E in the fifth record?
  -19391.2650 eV

- What is the maximum force in the sixth record?
  5.52 eV/Å

Copy entry 3 word for word.
This record from OMol25 describes an isolated molecule of C2H2ClF3 at a distorted geometry. The level of theory is ωB97M-V/def2-TZVPD.

Structure (XYZ):
```
8
Properties=species:S:1:pos:R:3:forces:R:3
F 0.634068 -0.499107 1.444078 0.87 -2.00 -1.11
C 0.575972 -0.561963 0.039059 0.42 3.71 1.92
F 1.705253 0.047408 -0.420970 0.49 -1.46 -0.08
C -0.471419 0.486276 -0.152318 1.77 2.20 -3.65
F -0.205221 1.595746 0.656657 -0.46 -0.99 -1.45
Cl -1.863869 -0.259346 0.160874 -5.33 -1.85 1.89
H 0.254061 -1.490215 -0.427938 0.94 -0.43 0.40
H -0.628842 0.681199 -1.299440 1.31 0.82 2.08
```
Positions in Å, forces in eV/Å.

Summary:
Maximum force = 5.96 eV/Å
Multiplicity = 1
E = -22779.9208 eV
E_LUMO = 0.72 eV
Gap between HOMO and LUMO = 12.00 eV
Energy above the lowest of the compared OMol25 structures with the same formula, charge and spin = 173.4 kJ/mol